1.
Below is C38H58B2CdN8O2S as an isolated structure in a non-equilibrium geometry, with properties calculated with wB97M-V/def2-TZVPD.

Element x y z (Å)
Cd -0.01774 -0.29417 -0.87122
C -0.61453 -5.68167 -2.18959
C -0.56592 -4.24206 -2.56462
C -0.96494 -3.67328 -3.75488
C -0.72914 -2.30022 -3.60890
N -0.23388 -2.07073 -2.39838
N -0.11963 -3.25121 -1.76612
B 0.58846 -3.45776 -0.41115
N -0.33958 -3.02435 0.74957
N -0.93356 -1.82072 0.81869
C -1.70728 -1.80900 1.90594
C -1.60878 -3.04506 2.55088
C -0.73448 -3.79188 1.78557
C -0.32409 -5.19937 2.04397
C -2.56135 -0.63415 2.31609
C -3.50251 -0.25051 1.16673
C -3.38714 -0.98521 3.56021
C -1.68449 0.57813 2.65406
N 1.93551 -2.70595 -0.39874
N 2.10629 -1.46453 -0.88884
C 3.40645 -1.18814 -0.85695
C 4.09417 -2.28384 -0.31902
C 3.12842 -3.22836 -0.04168
C 3.34698 -4.58197 0.54010
C 4.04555 0.08178 -1.35694
C 3.10252 0.92832 -2.21300
C 4.50807 0.91627 -0.15566
C 5.26174 -0.30370 -2.21401
C -0.94096 -1.26452 -4.67815
C -2.44135 -1.00309 -4.84402
C -0.37484 -1.84276 -5.98360
C -0.23513 0.05612 -4.37083
H -1.04222 -6.25540 -3.00745
H 0.38331 -6.06514 -1.98338
H -1.22496 -5.81852 -1.29797
H -1.35702 -4.18900 -4.60648
H 0.81350 -4.61089 -0.28385
H -2.09602 -3.37277 3.44720
H -0.81076 -5.54907 2.95151
H -0.61565 -5.84903 1.22112
H 0.75300 -5.28251 2.16900
H -4.21664 -1.05004 0.96954
H -4.05236 0.65566 1.42610
H -2.92204 -0.05677 0.26189
H -4.02984 -1.84594 3.37863
H -2.72918 -1.20414 4.39765
H -4.01710 -0.14129 3.83725
H -1.23286 0.97068 1.74661
H -2.28864 1.36080 3.11217
H -0.89494 0.29904 3.34745
H 5.14653 -2.38622 -0.15555
H 4.41284 -4.73463 0.69340
H 2.83814 -4.68051 1.49755
H 2.97710 -5.36183 -0.12290
H 2.30670 1.36096 -1.60976
H 3.66331 1.73833 -2.67623
H 2.65475 0.32691 -2.99909
H 3.65832 1.16601 0.47585
H 5.22929 0.36297 0.44036
H 4.97450 1.84044 -0.49268
H 4.95452 -0.97299 -3.01422
H 5.71316 0.58281 -2.65373
H 6.01390 -0.80757 -1.61532
H -2.97484 -1.94147 -4.97401
H -2.82854 -0.49311 -3.96543
H -2.61815 -0.37479 -5.71373
H -0.98080 -2.67357 -6.33597
H -0.35319 -1.08398 -6.76169
H 0.63781 -2.21187 -5.82218
H -0.61975 0.50475 -3.45056
H 0.83651 -0.09272 -4.26722
H -0.41086 0.75756 -5.18548
C 2.44182 6.15031 5.00716
C 2.41220 4.64079 4.75612
C 3.85116 4.12277 4.87087
C 1.54192 3.99712 5.84501
C 1.82771 4.27211 3.39970
C 1.20080 5.20647 2.57630
C 0.58879 4.86817 1.37536
C 0.62688 3.54274 1.00204
O 0.09668 2.90604 -0.07534
B 0.41783 1.55949 0.04271
O 1.19053 1.38789 1.20309
C 1.28806 2.60072 1.79869
C 1.87569 2.93713 2.99743
H 2.91641 6.34262 5.96741
H 1.43762 6.56718 5.03933
H 3.01787 6.66154 4.23944
H 4.26370 4.40274 5.83732
H 4.46922 4.55961 4.09142
H 3.89784 3.04221 4.78287
H 1.96781 4.18828 6.82745
H 1.46685 2.92301 5.70366
H 0.53688 4.41180 5.81527
H 1.16538 6.24088 2.87614
H 0.10207 5.61680 0.77080
H 2.34484 2.16776 3.58921
C -5.20098 3.71323 -2.11337
N -5.52705 2.31838 -2.08354
C -6.77771 1.75236 -2.05721
C -6.62352 0.41022 -2.02938
N -5.27171 0.15737 -2.03416
C -4.58510 1.33554 -2.06597
S -2.95038 1.57230 -2.09624
H -6.10658 4.30273 -2.23293
H -4.51677 3.91038 -2.94029
H -4.69041 4.00265 -1.19374
H -7.66541 2.34842 -2.06061
H -7.35223 -0.37606 -2.01478
H -4.83239 -0.74720 -2.00112

Calculated values
- frontier orbital gap (eV) = 8.19
- total charge = 0
- multiplicity = 1
- E (hartree) = -2687.19810

2.
Below is C38H59BF5N3O3ReS2Sb3Si3 as an isolated structure in a non-equilibrium geometry, with properties calculated with wB97M-V/def2-TZVPD.

Element x y z (Å)
Re 0.13165 0.26846 -0.02697
O -3.49132 -2.71036 0.61238
C -4.22370 -2.24334 -0.42028
C -5.39384 -2.94308 -0.71306
C -6.20203 -2.54072 -1.75315
C -5.86196 -1.42885 -2.52452
C -4.70805 -0.73750 -2.23771
C -3.86341 -1.12897 -1.18774
C -2.63454 -0.35298 -0.94007
O -1.76324 -0.77497 -0.04163
N -2.43512 0.72014 -1.63028
N -1.27535 1.39157 -1.21582
C -1.46043 2.67543 -1.25211
S -2.99196 3.31895 -1.76329
C -2.60681 5.02089 -1.26098
C -1.12709 5.25943 -1.46723
S -0.25387 3.82575 -0.77453
H -2.73831 -2.11268 0.75168
H -5.64004 -3.79934 -0.09936
H -7.10696 -3.09346 -1.96884
H -6.49795 -1.11153 -3.33883
H -4.42715 0.12566 -2.82471
H -2.89284 5.14976 -0.21713
H -3.20475 5.68943 -1.87912
H -0.77221 6.13865 -0.93094
H -0.87744 5.34862 -2.52376
C 1.90382 -3.80317 -0.87100
Sb 0.28644 -2.44712 -0.55126
C -1.15894 -3.28255 -1.85282
C -0.05726 -2.98446 1.50490
C -0.97368 -4.12878 1.83698
C -1.08464 -5.23346 0.99784
C -1.92764 -6.28971 1.29467
C -2.67055 -6.25150 2.46571
C -2.53178 -5.18195 3.33131
C -1.68174 -4.11092 3.05104
C -1.52753 -3.02343 4.06563
Sb -2.81225 -1.26996 3.79185
C -2.49478 -0.58778 5.80272
C -4.61425 -2.35133 4.22088
H 2.00164 -4.05497 -1.92411
H 1.63964 -4.69981 -0.31123
H 2.84353 -3.41409 -0.49235
H -1.82252 -3.91104 -1.26109
H -0.64013 -3.87790 -2.60168
H -1.73864 -2.49992 -2.33651
H -0.37014 -2.07104 2.00682
H 0.96586 -3.18570 1.84231
H -0.50258 -5.27470 0.08259
H -2.00042 -7.13396 0.62225
H -3.33739 -7.06573 2.71692
H -3.08027 -5.17684 4.26606
H -0.50003 -2.66349 4.13236
H -1.80573 -3.39778 5.05129
H -2.52107 -1.43869 6.48268
H -3.28327 0.11195 6.07776
H -1.53345 -0.08358 5.89277
H -4.60675 -2.69860 5.25363
H -4.68732 -3.20213 3.54461
H -5.47636 -1.70513 4.06401
F -0.58895 6.04993 4.11380
C -0.60610 4.88395 3.47522
C -1.79879 4.35964 3.00226
F -2.93452 5.03483 3.16977
C -1.80965 3.14737 2.33892
F -2.96327 2.69186 1.84399
C -0.63942 2.41847 2.11874
O -0.71868 1.26695 1.46055
C 0.54265 2.96507 2.60884
F 1.70479 2.33665 2.38020
C 0.56789 4.17835 3.27309
F 1.72695 4.67323 3.70302
B 3.21977 -0.97830 3.30896
C 2.23019 -0.60614 2.17847
N 1.50323 -0.32217 1.31629
H 2.65248 -1.78277 4.01108
H 3.46648 0.05559 3.88325
H 4.18604 -1.44965 2.75276
C 0.19625 0.11277 -4.26385
Si 1.25657 1.61984 -3.91807
C 2.80332 1.74324 -4.96282
C 0.29407 3.19768 -4.17123
Sb 2.11788 1.33327 -1.47939
Si 3.97824 -0.44333 -1.93497
C 5.48902 0.39097 -2.65356
C 3.28705 -1.60743 -3.22812
C 4.47493 -1.29929 -0.35643
Si 3.63422 3.23810 -0.49655
C 4.63907 2.32991 0.78213
C 4.58918 3.82549 -1.99127
C 2.71920 4.70179 0.20166
H -0.69083 0.41263 -4.82620
H -0.15528 -0.35301 -3.34016
H 0.72841 -0.64138 -4.84452
H 2.52403 1.95774 -5.99780
H 3.41285 0.84148 -4.96558
H 3.42403 2.57154 -4.61365
H 0.14406 3.32133 -5.24793
H 0.84666 4.06689 -3.81021
H -0.69070 3.17724 -3.70692
H 5.28894 0.93245 -3.57810
H 6.20657 -0.40182 -2.88610
H 5.97208 1.06682 -1.94815
H 2.94747 -1.07642 -4.11596
H 2.45001 -2.19672 -2.85784
H 4.07439 -2.29974 -3.53864
H 5.15157 -0.67212 0.22559
H 5.01336 -2.21850 -0.60442
H 3.64225 -1.55333 0.29376
H 5.42959 1.73932 0.31704
H 4.02162 1.66328 1.38786
H 5.11152 3.04063 1.46441
H 5.04942 3.02387 -2.56477
H 5.38422 4.50524 -1.67154
H 3.92686 4.38856 -2.65303
H 1.96138 4.44512 0.93919
H 2.26486 5.29361 -0.59467
H 3.45944 5.33374 0.70201

Calculated values
- frontier orbital gap (spin up / spin down) (eV) = 6.72 / 5.55
- total charge = +1
- energy relative to the best compared isomer or geometry (same formula, charge and spin) (eV) = 1.6968
- multiplicity = 4
- E (hartree) = -4861.24674

3.
Below is C38H59CsNPS4Sb2Si2Te as an isolated structure in a non-equilibrium geometry, with properties calculated with wB97M-V/def2-TZVPD.

Element x y z (Å)
Cs -0.25839 0.11090 0.36765
C -3.12102 3.20061 -1.12383
C -1.65530 3.16197 -1.47235
C -0.71402 3.77351 -0.66007
C 0.65122 3.69062 -0.94038
C 1.65090 4.31394 -0.00182
C 1.06070 2.98737 -2.06263
C 0.13650 2.36400 -2.90260
C 0.60797 1.55049 -4.07787
C -1.21222 2.46742 -2.60071
H -3.56455 2.20586 -1.19490
H -3.67227 3.85522 -1.80428
H -3.27145 3.55743 -0.10516
H -1.03798 4.29234 0.23692
H 1.53110 5.39915 0.03618
H 2.67175 4.09439 -0.31506
H 1.51542 3.92974 1.01188
H 2.12071 2.89369 -2.27353
H 1.20107 2.15585 -4.76790
H -0.23417 1.13116 -4.62883
H 1.23611 0.72440 -3.73479
H -1.93587 1.97594 -3.23837
N 1.69615 -2.25156 -1.25556
C 2.70944 -2.54136 -2.15742
C 2.74338 -3.75833 -2.84518
C 3.74324 -4.02784 -3.76254
C 4.74156 -3.09489 -4.00975
C 4.70972 -1.87850 -3.34124
C 3.70292 -1.57574 -2.42989
P 3.44338 0.08410 -1.70653
C 4.05313 -0.06155 0.01228
C 4.37519 -1.25749 0.63533
C 4.75848 -1.26959 1.97291
C 4.84724 -0.08662 2.68220
C 4.53206 1.11862 2.06353
C 4.11958 1.12625 0.74662
C 4.85805 1.01745 -2.44376
C 6.14498 1.04107 -1.90776
C 7.15279 1.77394 -2.51780
C 6.89259 2.49842 -3.67462
C 5.61755 2.48316 -4.22011
C 4.61135 1.74934 -3.60431
H 1.07038 -3.02776 -1.07172
H 2.00814 -1.96620 -0.31771
H 1.97824 -4.49673 -2.63559
H 3.75139 -4.98056 -4.27903
H 5.53277 -3.30733 -4.71755
H 5.47437 -1.14036 -3.54995
H 4.30084 -2.19488 0.09768
H 4.93526 -2.21545 2.46684
H 5.10464 -0.10451 3.73300
H 4.54656 2.03989 2.63143
H 3.82274 2.06049 0.28014
H 6.35251 0.48721 -1.00035
H 8.14655 1.78206 -2.08636
H 7.67956 3.07575 -4.14463
H 5.40152 3.05110 -5.11692
H 3.61429 1.73997 -4.03101
S 1.40308 -2.95211 1.74758
Sb 0.33747 -1.56572 3.26778
S -1.91191 -1.30695 2.51564
S 1.28038 0.58153 3.04049
S 0.40020 -2.34625 5.41110
C -0.29204 3.76479 3.81612
Sb -1.44428 2.06264 3.09942
C -1.64003 1.23074 5.05922
C -3.30487 3.26382 3.32318
H -0.68124 4.08126 4.78584
H -0.36439 4.60346 3.11799
H 0.75102 3.46777 3.92122
H -2.11381 1.96871 5.71034
H -0.64479 0.98162 5.42454
H -2.22922 0.31667 5.02583
H -3.38319 3.74092 4.30387
H -4.18387 2.63367 3.16635
H -3.30770 4.04546 2.55572
C -6.69065 -1.06699 -4.02138
Si -5.52586 -0.51643 -2.64828
C -6.36757 0.86691 -1.70670
C -3.96421 0.12591 -3.46424
C -5.11081 -1.90298 -1.50596
Te -3.60994 -1.39658 0.03050
C -4.45366 -2.94216 1.26031
Si -5.84960 -2.33116 2.35126
C -5.51709 -0.74616 3.26897
C -6.23814 -3.69104 3.58761
C -7.37425 -2.04904 1.28018
H -6.95151 -0.22695 -4.67138
H -7.61734 -1.47727 -3.61281
H -6.22716 -1.83956 -4.63977
H -6.52491 1.74779 -2.33409
H -5.76613 1.16262 -0.84403
H -7.34102 0.53887 -1.33202
H -4.10547 1.11977 -3.89528
H -3.63708 -0.54796 -4.26041
H -3.15321 0.18269 -2.73467
H -4.73904 -2.77522 -2.04994
H -6.00616 -2.21238 -0.96144
H -3.61580 -3.31229 1.85095
H -4.79598 -3.72394 0.57940
H -4.48099 -0.71634 3.61568
H -6.17594 -0.65629 4.13700
H -5.67010 0.12146 2.62325
H -5.36589 -3.86163 4.22314
H -6.48000 -4.63290 3.08822
H -7.07810 -3.41976 4.23226
H -7.18113 -1.25771 0.55084
H -8.21316 -1.72756 1.90372
H -7.67943 -2.94834 0.73815

Calculated values
- frontier orbital gap (eV) = 4.95
- total charge = -2
- energy relative to the best compared isomer or geometry (same formula, charge and spin) (eV) = 0.3582
- multiplicity = 1
- E (hartree) = -4820.09300

4.
Below is C38H60Br2CsN2O13P2Sb as an isolated structure in a non-equilibrium geometry, with properties calculated with wB97M-V/def2-TZVPD.

Element x y z (Å)
Cs 0.51188 1.45075 1.29036
O 1.15074 6.22537 2.88903
C 0.67265 5.31788 2.20129
O 0.30415 4.15248 2.58812
C 0.39820 5.64718 0.67669
C -0.89220 5.01295 0.18069
C -1.34415 5.71682 -1.05032
C -0.26723 5.20763 -2.08613
C 0.54412 4.24694 -1.20443
O -0.46983 3.72425 -0.33104
C 1.44222 5.07781 -0.31536
C 2.70336 4.35904 0.30767
O 3.49224 5.16542 0.91842
O 2.85326 3.10311 0.15595
H 0.39684 6.76134 0.56604
H -1.65635 4.87233 0.93098
H -2.33994 5.40685 -1.37634
H -1.35418 6.81636 -0.97112
H -0.77052 4.55006 -2.77316
H 0.33671 5.97784 -2.64999
H 1.04748 3.44329 -1.73657
H 1.88226 5.88635 -0.88092
Br 5.97499 0.37905 5.71989
C 4.21028 0.82454 5.20271
C 3.96778 2.14600 4.87346
C 2.72852 2.43100 4.39200
N 1.72755 1.53372 4.39763
C 1.95923 0.30311 4.87914
C 3.22855 -0.12904 5.22466
C 0.78642 -0.65650 5.10212
C 0.88179 -1.95134 5.62466
C -0.30552 -2.65707 5.90680
Br -0.28328 -4.49003 6.52125
C -1.51112 -2.01766 5.69131
C -1.49713 -0.75394 5.10979
N -0.38332 -0.12049 4.81184
H 4.76862 2.92630 4.85924
H 2.42875 3.37473 3.91335
H 3.50180 -1.14071 5.49648
H 1.86379 -2.40670 5.76570
H -2.43782 -2.51088 5.87063
H -2.41170 -0.25069 4.79215
C 0.89349 -2.66730 -1.54744
C 0.33945 -3.80369 -2.43192
C 0.75474 -5.18624 -1.93816
O -1.14742 -3.85734 -2.41146
P -2.11260 -2.63021 -2.12818
O -1.66730 -1.28695 -2.56422
C -2.54320 -2.79048 -0.38625
P -3.25739 -1.31749 0.42577
O -2.46349 -0.54935 1.40291
O -4.07236 -0.45624 -0.68036
C -3.62965 0.90813 -1.09829
C -4.24123 2.01556 -0.22625
C -4.05229 0.89710 -2.55807
O -4.50755 -2.01405 1.26341
C -5.18815 -1.05366 2.15417
C -5.17477 -1.74327 3.46663
C -6.60728 -0.85677 1.69685
O -3.56637 -2.93697 -2.73759
C -4.10566 -4.20788 -3.02815
C -3.56484 -4.59646 -4.41827
C -5.63543 -4.09930 -2.90740
H 1.93239 -2.85768 -1.28689
H 0.36017 -2.62191 -0.57774
H 0.81225 -1.71426 -2.08638
H 0.50940 -3.66707 -3.48438
H 0.64359 -5.30125 -0.88152
H 1.78856 -5.33407 -2.20603
H 0.14975 -5.93429 -2.46573
H -1.71646 -3.16801 0.22983
H -3.32554 -3.51406 -0.35475
H -2.54782 0.93849 -1.04610
H -5.33815 2.11522 -0.25889
H -3.83826 2.96321 -0.60858
H -3.85900 1.89662 0.79629
H -5.15186 0.96147 -2.73201
H -3.75690 -0.07381 -2.98050
H -3.63942 1.72978 -3.16477
H -4.58743 -0.12378 2.16330
H -5.59089 -2.70852 3.20137
H -5.88565 -1.22134 4.13370
H -4.18327 -1.81679 3.87546
H -7.16747 -1.76539 1.80546
H -6.69165 -0.53974 0.65253
H -7.07784 -0.11517 2.35259
H -3.75305 -4.95546 -2.24698
H -3.96703 -3.86743 -5.17914
H -3.89733 -5.62061 -4.74119
H -2.46473 -4.54273 -4.42492
H -6.01762 -3.31337 -3.53042
H -5.87637 -3.87556 -1.87247
H -6.08018 -5.08501 -3.19626
C 4.95010 -1.45652 -3.25210
C 5.39697 -1.11817 -1.79704
Sb 4.86352 0.92421 -0.98590
C 6.90772 1.73632 -1.31788
C 7.69846 1.02279 -2.40285
C 4.22070 1.93922 -2.88031
C 5.05876 2.22069 -4.14719
H 4.86898 -2.55127 -3.40311
H 5.69506 -1.06153 -3.99266
H 3.95315 -1.05555 -3.44171
H 6.44544 -1.33572 -1.59297
H 4.79251 -1.80142 -1.14250
H 7.53525 1.78242 -0.41060
H 6.73539 2.77878 -1.60501
H 7.23716 1.19738 -3.37608
H 7.81583 -0.03404 -2.21357
H 8.74630 1.45688 -2.41923
H 3.80076 2.84379 -2.41113
H 3.33836 1.34957 -3.15628
H 6.00902 2.73880 -3.87481
H 4.48990 2.91893 -4.71082
H 5.25730 1.37108 -4.78001
O -0.00297 -4.01512 1.20347
C 0.53280 -3.35765 2.14658
O 1.32410 -3.81020 2.95039
H 0.25671 -2.27368 2.29602

Calculated values
- frontier orbital gap (eV) = 6.12
- total charge = -2
- energy relative to the best compared isomer or geometry (same formula, charge and spin) (eV) = 0.9810
- multiplicity = 1
- E (hartree) = -8663.00191